1.
{"formula": "C9H13N3", "method": "the ωB97M-V functional and the def2-TZVPD basis", "species": ["C", "C", "C", "C", "N", "C", "N", "C", "C", "C", "C", "N", "H", "H", "H", "H", "H", "H", "H", "H", "H", "H", "H", "H", "H"], "xyz": [[2.645721, 0.049430, 1.288169], [1.275828, -0.336747, 0.631138], [1.041307, 0.455912, -0.644845], [1.162462, 1.882369, -0.623305], [1.032719, 3.036688, -0.652731], [-0.258332, 0.019246, -1.565100], [-0.045715, -1.226013, -2.311018], [-1.417318, 0.180323, -0.562456], [-2.109013, -0.642955, 0.252198], [-3.063587, 0.170159, 0.959518], [-2.888391, 1.457000, 0.484629], [-1.880085, 1.482695, -0.371103], [3.456684, 0.250935, 0.484270], [2.557999, 0.931753, 1.935908], [2.956864, -0.891460, 1.833472], [1.234849, -1.394504, 0.328695], [0.498032, -0.242393, 1.471939], [2.039531, 0.155157, -1.314171], [-0.348674, 0.828559, -2.296282], [-0.898458, -1.590073, -2.899152], [0.316541, -1.863806, -1.751178], [-1.832268, -1.627447, 0.440233], [-3.758738, -0.221085, 1.734093], [-3.524591, 2.313536, 0.689317], [-1.515198, 2.277701, -0.860415]], "forces_ev_per_angstrom": [[0.681, -1.478, -1.266], [-0.291, 0.504, 1.624], [2.265, -2.556, -3.478], [-1.198, 2.174, 0.483], [0.522, -1.351, 0.014], [0.387, 0.932, 1.458], [-3.558, 3.500, -3.537], [0.871, 1.026, -1.759], [-0.568, 1.425, 0.621], [-0.054, -0.571, 0.154], [-2.205, -0.173, 2.042], [1.033, -1.271, -1.479], [-1.304, -0.289, 1.299], [0.074, -0.434, -0.132], [-0.017, 1.412, -0.140], [0.292, 0.253, 0.212], [0.727, 0.175, -1.577], [-2.432, 0.549, 1.319], [-0.077, -0.116, 0.049], [2.218, 1.111, 2.000], [1.685, -4.035, 2.861], [0.008, -1.639, 0.126], [0.536, 0.696, -0.869], [0.477, -0.043, 0.023], [-0.074, 0.199, -0.048]], "total_charge": 0, "multiplicity": 1, "gap_ev": 8.9589, "homo_energy_ev": -8.18, "smiles": "CC[C@H](C#N)[C@@H](N)c1ccc[nH]1"}

=====

2.
{"formula": "C17H36N4O2", "method": "the ωB97M-V functional and the def2-TZVPD basis", "species": ["C", "C", "C", "C", "C", "C", "C", "C", "C", "N", "N", "C", "C", "C", "C", "O", "N", "C", "C", "C", "N", "H", "H", "H", "H", "H", "H", "H", "H", "H", "H", "H", "H", "H", "H", "H", "H", "H", "H", "H", "H", "H", "H", "H", "H", "H", "H", "H", "H", "H", "H", "H", "H", "H", "C", "O", "H", "H", "H"], "xyz": [[-3.033979, 3.916638, 1.295776], [-3.799133, 2.607896, 1.471229], [-2.903423, 1.413913, 1.800051], [-1.922257, 1.024145, 0.691712], [-2.570481, 0.357889, -0.524046], [-3.179495, -1.031348, -0.275824], [-2.244639, -2.178341, -0.698304], [-0.947784, -2.097210, 0.032424], [-0.720602, -2.250785, 1.370226], [-1.676034, -2.544042, 2.350630], [0.627953, -2.041807, 1.574355], [1.235671, -1.779897, 0.408618], [2.672223, -1.497161, 0.187103], [3.490752, -1.471588, 1.478071], [3.070239, -0.334163, 2.421861], [4.233321, 0.400366, 2.761680], [0.292179, -1.814867, -0.528901], [0.574896, -1.580608, -1.945479], [1.097418, -0.165496, -2.250451], [0.474825, 0.386013, -3.543600], [0.276043, 1.829927, -3.533110], [-2.404442, 3.871502, 0.408583], [-2.421820, 4.155025, 2.163961], [-3.734562, 4.734733, 1.136834], [-4.367444, 2.413287, 0.559474], [-4.529887, 2.730302, 2.271678], [-2.304037, 1.697735, 2.671102], [-3.514619, 0.566414, 2.118737], [-1.410436, 1.927011, 0.356463], [-1.143957, 0.393335, 1.128865], [-3.377549, 1.016210, -0.850252], [-1.859356, 0.346324, -1.353674], [-4.083333, -1.111441, -0.880361], [-3.492930, -1.136176, 0.760667], [-2.102793, -2.074659, -1.769019], [-2.714277, -3.133969, -0.471053], [-1.322661, -3.142065, 3.083550], [-2.103289, -1.714687, 2.742663], [1.102776, -2.075075, 2.460646], [3.097073, -2.164805, -0.563498], [2.750558, -0.500418, -0.253976], [4.516987, -1.248038, 1.195777], [3.466253, -2.435144, 1.988259], [2.613714, -0.740862, 3.333341], [2.371620, 0.332005, 1.905663], [3.975990, 1.160978, 3.288346], [1.338024, -2.308368, -2.227547], [-0.292606, -1.824827, -2.549166], [2.174025, -0.252879, -2.428447], [0.908412, 0.502724, -1.408516], [1.142167, 0.148856, -4.369439], [-0.489508, -0.091083, -3.755904], [1.063458, 2.326448, -3.917120], [0.047352, 2.178933, -2.616257], [4.455262, 0.822694, -1.812416], [4.109957, -0.037740, -2.785977], [4.020922, 1.859206, -1.893813], [4.182358, 0.535063, -0.751649], [5.550363, 1.025360, -1.713487]], "forces_ev_per_angstrom": [[-0.244, -0.129, -0.251], [0.009, 0.003, -0.005], [0.273, 0.319, 0.165], [-0.054, -0.045, 0.049], [-0.269, 0.248, 0.263], [0.091, 0.159, -0.499], [-0.181, 0.524, 0.529], [0.468, -0.321, 0.448], [-0.719, -0.112, -0.649], [0.345, 0.109, 0.071], [0.215, 0.038, 0.043], [-0.109, -0.205, -0.143], [0.065, 0.246, 0.366], [-0.170, 0.255, -0.104], [0.348, -0.007, -0.192], [0.040, -0.184, 0.114], [-0.299, 0.129, -0.145], [0.769, 0.066, -0.337], [-0.479, -0.613, -0.410], [0.030, 0.415, 0.293], [-0.235, -0.141, -0.457], [0.172, 0.088, 0.040], [0.081, -0.026, 0.044], [0.002, 0.093, 0.044], [-0.098, -0.042, -0.003], [-0.061, -0.048, 0.031], [-0.032, -0.056, 0.109], [-0.039, -0.093, -0.099], [0.083, 0.032, -0.013], [0.043, -0.120, -0.099], [0.018, 0.066, -0.101], [0.036, -0.185, -0.058], [-0.089, -0.128, 0.050], [0.041, -0.083, 0.100], [0.127, -0.282, -0.089], [0.004, -0.110, -0.134], [-0.095, -0.035, 0.063], [-0.029, -0.007, 0.078], [0.047, 0.016, 0.035], [-0.046, -0.083, -0.035], [0.037, -0.024, -0.212], [0.091, -0.162, -0.010], [0.129, -0.087, 0.009], [-0.188, 0.120, 0.035], [-0.225, -0.059, 0.082], [0.025, 0.089, 0.030], [0.025, -0.046, -0.008], [-0.273, 0.013, 0.261], [0.610, 0.448, 0.187], [-0.143, 0.059, 0.043], [-0.036, -0.061, -0.112], [-0.059, -0.084, 0.067], [0.155, 0.056, 0.226], [0.141, 0.102, 0.082], [0.236, 0.491, 0.043], [-0.442, -0.317, 0.299], [-0.075, -0.120, -0.072], [-0.038, -0.061, 0.024], [-0.028, -0.109, -0.085]], "total_charge": 0, "multiplicity": 1, "gap_ev": 5.1382, "homo_energy_ev": -5.42}

=====

3.
{"formula": "C8H10ClN2P", "method": "the ωB97M-V functional and the def2-TZVPD basis", "species": ["C", "C", "C", "C", "C", "C", "C", "C", "N", "N", "P", "Cl", "H", "H", "H", "H", "H", "H", "H", "H", "H", "H"], "xyz": [[-0.789567, -2.019610, -1.613287], [0.504412, -2.165224, -2.065538], [-1.148537, -1.038441, -0.748123], [1.500238, -1.400990, -1.423487], [-0.240395, -0.107747, -0.175004], [1.257321, -0.439646, -0.461091], [-1.915882, 1.269221, 0.786173], [2.183266, 0.978098, 1.364337], [-0.550690, 0.919036, 0.589336], [2.359910, 0.225345, 0.059579], [3.961078, 0.350582, -0.531777], [3.916927, 0.565671, -2.484840], [-1.638646, -2.560252, -2.031967], [0.674756, -2.915487, -2.822481], [-2.124370, -0.739938, -0.443949], [2.505604, -1.786220, -1.538946], [-2.555922, 0.477125, 1.301136], [-1.923646, 2.289622, 1.126839], [-2.531676, 1.465475, -0.285346], [1.934538, 1.960543, 0.913898], [1.335708, 0.651193, 1.850941], [3.138135, 0.976176, 1.894782]], "forces_ev_per_angstrom": [[-2.072, 0.244, -0.639], [0.552, 0.508, 0.946], [0.514, 1.468, 0.811], [-0.146, -1.799, -0.670], [3.088, -0.357, 0.299], [-1.515, 0.832, -0.161], [-2.331, -0.105, -3.161], [1.547, 1.480, -3.431], [0.540, -0.659, -0.652], [-0.651, -0.380, 0.765], [0.038, -0.259, 2.137], [-0.402, 0.117, -1.716], [0.471, -0.323, -0.091], [0.568, 0.002, 0.078], [-1.040, -0.798, -0.320], [0.234, 0.511, -0.248], [0.857, 1.314, -0.118], [-0.397, -0.003, 1.161], [1.540, -0.858, 2.236], [0.268, 0.010, 1.327], [-1.339, -0.962, 1.319], [-0.322, 0.020, 0.127]], "total_charge": 0, "multiplicity": 1, "gap_ev": [6.7615, 6.0190], "homo_energy_ev": [-7.49, -7.26]}

=====

4.
{"formula": "C3H8NO", "method": "the ωB97M-V functional and the def2-TZVPD basis", "species": ["C", "N", "H", "H", "H", "H", "O", "C", "C", "H", "H", "H", "H"], "xyz": [[0.383145, 2.328014, -1.558680], [-0.369345, 1.316707, -1.704902], [0.600174, 2.886393, -0.657665], [0.704007, 2.735863, -2.515473], [-0.810371, 1.084828, -2.590194], [-0.806689, 0.802964, -0.919018], [-0.724966, -0.554148, 0.152708], [-0.639613, -1.465769, 0.918297], [0.514200, -1.697724, 1.818277], [-1.469203, -2.183229, 1.023930], [1.021624, -0.764931, 2.075492], [1.317509, -2.206550, 1.272891], [0.279529, -2.282418, 2.684339]], "forces_ev_per_angstrom": [[-0.444, 0.411, -1.942], [-1.234, 0.224, 1.278], [0.203, -0.794, 0.456], [0.261, 0.365, 0.314], [0.814, -0.152, -0.387], [0.476, -0.042, 0.153], [-0.127, 1.315, -1.106], [-0.105, -1.314, 1.477], [1.139, 0.541, -0.489], [-0.065, -0.047, -0.231], [-0.398, 0.122, 0.208], [-0.291, -0.377, -0.155], [-0.228, -0.251, 0.421]], "total_charge": 1, "multiplicity": 1, "gap_ev": 8.8846, "homo_energy_ev": -14.18}

=====

5.
{"formula": "C5H14N2O", "method": "the ωB97M-V functional and the def2-TZVPD basis", "species": ["C", "C", "N", "C", "C", "C", "N", "H", "H", "H", "H", "H", "H", "H", "H", "H", "H", "H", "H", "O", "H", "H"], "xyz": [[-1.044474, -2.503873, 0.565109], [-0.567946, -1.684812, -0.400878], [-0.206525, -2.132916, -1.702385], [-0.059335, -0.296241, -0.095899], [-0.931603, 0.640679, -0.997911], [-2.384086, 0.702918, -0.511323], [-0.203648, 1.897269, -1.237951], [-1.055808, -3.587698, 0.392818], [-1.193290, -2.196516, 1.605909], [0.216780, -3.081332, -1.638658], [0.415768, -1.537086, -2.205887], [1.044977, -0.277812, -0.260823], [-0.332631, 0.033277, 1.052152], [-0.969239, 0.108971, -1.970223], [-2.444323, 0.821237, 0.539901], [-3.003828, 1.252903, -1.210635], [-2.707314, -0.313941, -0.806908], [0.080180, 2.452924, -0.438417], [-0.703984, 2.526695, -1.852545], [5.060087, 2.268484, 3.517228], [5.989303, 2.231588, 3.240592], [5.000935, 2.675282, 4.416744]], "forces_ev_per_angstrom": [[0.692, -0.189, -0.617], [1.440, -0.904, 1.589], [-0.199, -1.795, 0.969], [-2.279, 1.162, 1.965], [1.511, 0.498, -0.338], [0.862, -2.085, -2.195], [-0.054, 0.159, -0.341], [-0.502, 0.418, -0.091], [0.060, 0.169, -0.651], [-0.673, 1.000, -0.311], [0.308, 0.502, -0.068], [-0.959, 0.359, -0.019], [0.985, -1.045, -2.659], [0.033, 0.641, 0.201], [-0.565, 0.608, 0.867], [-0.036, 0.998, 0.551], [-0.264, 0.099, 0.906], [-0.243, -0.475, 0.266], [-0.115, -0.121, -0.024], [-0.052, 0.363, 0.800], [-0.406, 0.181, 0.479], [0.456, -0.544, -1.279]], "total_charge": 0, "multiplicity": 1, "gap_ev": 9.2467, "homo_energy_ev": -8.27, "smiles": "C=C(N)C[C@@H](C)N.O"}

=====

What did the third record say?
{"formula": "C8H10ClN2P", "method": "the ωB97M-V functional and the def2-TZVPD basis", "species": ["C", "C", "C", "C", "C", "C", "C", "C", "N", "N", "P", "Cl", "H", "H", "H", "H", "H", "H", "H", "H", "H", "H"], "xyz": [[-0.789567, -2.019610, -1.613287], [0.504412, -2.165224, -2.065538], [-1.148537, -1.038441, -0.748123], [1.500238, -1.400990, -1.423487], [-0.240395, -0.107747, -0.175004], [1.257321, -0.439646, -0.461091], [-1.915882, 1.269221, 0.786173], [2.183266, 0.978098, 1.364337], [-0.550690, 0.919036, 0.589336], [2.359910, 0.225345, 0.059579], [3.961078, 0.350582, -0.531777], [3.916927, 0.565671, -2.484840], [-1.638646, -2.560252, -2.031967], [0.674756, -2.915487, -2.822481], [-2.124370, -0.739938, -0.443949], [2.505604, -1.786220, -1.538946], [-2.555922, 0.477125, 1.301136], [-1.923646, 2.289622, 1.126839], [-2.531676, 1.465475, -0.285346], [1.934538, 1.960543, 0.913898], [1.335708, 0.651193, 1.850941], [3.138135, 0.976176, 1.894782]], "forces_ev_per_angstrom": [[-2.072, 0.244, -0.639], [0.552, 0.508, 0.946], [0.514, 1.468, 0.811], [-0.146, -1.799, -0.670], [3.088, -0.357, 0.299], [-1.515, 0.832, -0.161], [-2.331, -0.105, -3.161], [1.547, 1.480, -3.431], [0.540, -0.659, -0.652], [-0.651, -0.380, 0.765], [0.038, -0.259, 2.137], [-0.402, 0.117, -1.716], [0.471, -0.323, -0.091], [0.568, 0.002, 0.078], [-1.040, -0.798, -0.320], [0.234, 0.511, -0.248], [0.857, 1.314, -0.118], [-0.397, -0.003, 1.161], [1.540, -0.858, 2.236], [0.268, 0.010, 1.327], [-1.339, -0.962, 1.319], [-0.322, 0.020, 0.127]], "total_charge": 0, "multiplicity": 1, "gap_ev": [6.7615, 6.0190], "homo_energy_ev": [-7.49, -7.26]}

=====

What did the third record say?
{"formula": "C8H10ClN2P", "method": "the ωB97M-V functional and the def2-TZVPD basis", "species": ["C", "C", "C", "C", "C", "C", "C", "C", "N", "N", "P", "Cl", "H", "H", "H", "H", "H", "H", "H", "H", "H", "H"], "xyz": [[-0.789567, -2.019610, -1.613287], [0.504412, -2.165224, -2.065538], [-1.148537, -1.038441, -0.748123], [1.500238, -1.400990, -1.423487], [-0.240395, -0.107747, -0.175004], [1.257321, -0.439646, -0.461091], [-1.915882, 1.269221, 0.786173], [2.183266, 0.978098, 1.364337], [-0.550690, 0.919036, 0.589336], [2.359910, 0.225345, 0.059579], [3.961078, 0.350582, -0.531777], [3.916927, 0.565671, -2.484840], [-1.638646, -2.560252, -2.031967], [0.674756, -2.915487, -2.822481], [-2.124370, -0.739938, -0.443949], [2.505604, -1.786220, -1.538946], [-2.555922, 0.477125, 1.301136], [-1.923646, 2.289622, 1.126839], [-2.531676, 1.465475, -0.285346], [1.934538, 1.960543, 0.913898], [1.335708, 0.651193, 1.850941], [3.138135, 0.976176, 1.894782]], "forces_ev_per_angstrom": [[-2.072, 0.244, -0.639], [0.552, 0.508, 0.946], [0.514, 1.468, 0.811], [-0.146, -1.799, -0.670], [3.088, -0.357, 0.299], [-1.515, 0.832, -0.161], [-2.331, -0.105, -3.161], [1.547, 1.480, -3.431], [0.540, -0.659, -0.652], [-0.651, -0.380, 0.765], [0.038, -0.259, 2.137], [-0.402, 0.117, -1.716], [0.471, -0.323, -0.091], [0.568, 0.002, 0.078], [-1.040, -0.798, -0.320], [0.234, 0.511, -0.248], [0.857, 1.314, -0.118], [-0.397, -0.003, 1.161], [1.540, -0.858, 2.236], [0.268, 0.010, 1.327], [-1.339, -0.962, 1.319], [-0.322, 0.020, 0.127]], "total_charge": 0, "multiplicity": 1, "gap_ev": [6.7615, 6.0190], "homo_energy_ev": [-7.49, -7.26]}

=====

multiplicity of number 5 (C5H14N2O)?
1